Entry 1:
This record from the OMol25 dataset describes a cluster of 6 separate species, C49H52F7N6O20S2 in total. The level of theory is ωB97M-V/def2-TZVPD.

The charge is +1. Its multiplicity is 1. As for the total energy: -5226.8303 a.u. For the frontier orbital gap, the calculation gives 6.506 eV.

XYZ file:
```
136
C49H52F7N6O20S2 (ωB97M-V/def2-TZVPD)
C 5.056 1.767 -3.835
C 4.129 2.106 -5.050
C 3.696 3.607 -5.106
C 2.145 3.721 -5.206
N 1.524 4.585 -4.174
C 0.067 4.706 -4.499
C -0.864 3.872 -3.614
C -2.316 3.814 -4.158
C -3.129 2.913 -3.211
N -3.018 1.479 -3.482
C -2.733 0.515 -2.598
N -2.461 0.680 -1.297
C -2.147 -0.346 -0.354
F -3.243 -1.014 -0.003
F -1.735 0.282 0.757
C -1.035 -1.360 -0.794
F -1.658 -2.445 -1.247
F -0.228 -0.860 -1.719
C -0.125 -1.854 0.370
F 0.647 -2.813 -0.155
F 0.702 -0.919 0.772
F -0.783 -2.393 1.360
N -2.767 -0.639 -3.220
C -3.037 -0.445 -4.485
N -3.177 0.856 -4.635
N -3.461 1.442 -5.878
C -2.445 1.109 -6.910
C -0.985 1.264 -6.448
C 1.733 4.115 -2.875
S 2.072 2.583 -2.418
S 1.569 5.387 -1.609
C 0.697 4.500 -0.269
C 0.268 5.507 0.830
C -0.851 4.896 1.697
H 4.951 2.523 -3.048
H 4.683 0.835 -3.388
H 6.097 1.612 -4.126
H 3.288 1.408 -5.013
H 4.675 1.892 -5.979
H 4.186 4.137 -5.928
H 4.042 4.079 -4.178
H 1.641 2.743 -5.273
H 1.943 4.221 -6.166
H -0.223 5.766 -4.449
H -0.106 4.401 -5.538
H -0.525 2.828 -3.540
H -0.936 4.307 -2.609
H -2.326 3.501 -5.205
H -2.742 4.827 -4.139
H -2.830 3.162 -2.188
H -4.191 3.183 -3.313
H -2.502 1.622 -0.931
H -3.149 -1.163 -5.282
H -4.325 0.998 -6.183
H -2.601 0.113 -7.352
H -2.595 1.827 -7.726
H -0.790 0.849 -5.449
H -0.370 0.656 -7.127
H -0.601 2.285 -6.536
H -0.214 3.993 -0.619
H 1.366 3.734 0.133
H -0.071 6.413 0.316
H 1.154 5.752 1.429
H -0.829 5.302 2.713
H -0.694 3.806 1.728
H -1.848 5.085 1.285
C 1.903 -5.003 2.060
C 1.208 -6.026 2.566
C 1.823 -6.996 3.528
O 1.115 -7.896 3.961
C 3.221 -6.816 3.886
C 3.920 -5.791 3.376
C 3.298 -4.804 2.434
O 3.970 -3.882 2.016
O 5.200 -5.595 3.676
O -0.070 -6.242 2.246
H 1.468 -4.297 1.368
H 3.662 -7.530 4.566
H 5.478 -4.797 3.180
H -0.340 -7.038 2.746
C -4.443 7.592 1.288
C -5.568 8.317 1.335
C -5.580 9.773 0.977
O -6.633 10.376 1.018
C -4.317 10.397 0.598
C -3.193 9.672 0.555
C -3.187 8.211 0.887
O -2.137 7.595 0.814
O -2.018 10.207 0.216
O -6.734 7.789 1.698
H -4.422 6.541 1.543
H -4.334 11.451 0.358
H -1.369 9.479 0.261
H -7.384 8.519 1.647
C 8.908 -3.118 1.833
C 9.991 -2.457 2.259
C 10.561 -2.680 3.628
O 11.558 -2.065 3.955
C 9.884 -3.627 4.507
C 8.799 -4.285 4.083
C 8.247 -4.079 2.703
O 7.266 -4.719 2.361
O 8.154 -5.158 4.861
O 10.624 -1.567 1.496
H 8.489 -2.967 0.848
H 10.294 -3.768 5.498
H 7.409 -5.502 4.330
H 11.370 -1.237 2.035
C 2.867 -9.824 8.083
C 2.072 -9.294 7.144
C 0.574 -9.341 7.271
O -0.112 -8.830 6.409
C 0.006 -10.010 8.438
C 0.805 -10.541 9.370
C 2.296 -10.470 9.258
O 2.974 -10.955 10.145
O 0.323 -11.162 10.449
O 2.577 -8.700 6.059
H 3.945 -9.796 8.007
H -1.072 -10.053 8.511
H 1.104 -11.450 10.960
H 1.821 -8.387 5.500
C -8.497 -0.458 -2.607
C -9.211 -0.976 -1.596
C -8.756 -0.859 -0.170
O -9.447 -1.329 0.708
C -7.486 -0.180 0.091
C -6.783 0.329 -0.921
C -7.249 0.234 -2.338
O -6.558 0.739 -3.214
O -5.613 0.959 -0.745
O -10.355 -1.618 -1.800
H -8.814 -0.534 -3.637
H -7.156 -0.115 1.119
H -5.335 1.223 -1.641
H -10.672 -1.891 -0.916
```

Atomic partial charges in e from the Mulliken method, atoms 1 to 4: number 1, C, carries -1.154; number 2, C, carries -0.378; number 3, C, carries -0.736; number 4, C, carries -0.610

=====

Entry 2:
This record from the OMol25 dataset describes a cluster of 2 separate species, C2H6NO2P in total. The level of theory is ωB97M-V/def2-TZVPD.

Its multiplicity is 1. As for the total energy: -626.2496 a.u. For the frontier orbital gap (alpha / beta), the calculation gives 7.810 / 7.809 eV.

XYZ file:
```
12
C2H6NO2P (ωB97M-V/def2-TZVPD)
C 0.444 -0.732 -0.302
C -1.701 -0.036 -0.486
N 0.363 -1.807 0.137
O -1.674 1.071 0.409
O 2.473 0.670 0.561
P 1.353 0.762 -0.669
H -1.900 0.444 -1.513
H -2.294 -0.888 -0.049
H 1.265 -2.371 0.369
H -1.994 0.856 1.296
H 3.274 0.660 0.070
H 0.391 1.373 0.176
```

Atomic partial charges in e from the Mulliken method, atoms 1 to 4: number 1, C, carries 0.295; number 2, C, carries -0.461; number 3, N, carries -0.404; number 4, O, carries -0.489

=====

Entry 3:
This record from the OMol25 dataset describes a cluster of 2 separate species, C5H12 in total. The level of theory is ωB97M-V/def2-TZVPD.

Its multiplicity is 1. As for the total energy: -197.4449 a.u. For the frontier orbital gap, the calculation gives 8.182 eV.

XYZ file:
```
17
C5H12 (ωB97M-V/def2-TZVPD)
C -1.152 -0.016 -2.115
C -1.111 0.061 -0.584
C 1.268 0.066 1.965
C 0.217 1.218 1.869
C -0.053 -0.945 -1.591
H -0.616 -1.856 -1.298
H -0.923 0.963 -2.661
H -1.776 -0.671 -0.100
H 1.159 -0.700 1.160
H 1.083 -0.541 2.885
H 2.254 0.550 2.088
H -0.814 0.917 1.677
H 0.416 1.876 0.959
H 0.386 1.949 2.691
H -1.663 -0.775 -2.775
H 0.949 -0.494 -1.512
H 0.377 -1.603 -2.658
```

Atomic partial charges in e from the Mulliken method, atoms 1 to 4: number 1, C, carries -0.528; number 2, C, carries -0.420; number 3, C, carries -0.648; number 4, C, carries -0.825

=====

Entry 4:
This record from the OMol25 dataset describes a structure of composition C9H26IrN10O2P. The level of theory is ωB97M-V/def2-TZVPD.

The charge is +4. Its multiplicity is 1. As for the total energy: -1500.6328 a.u. For the frontier orbital gap, the calculation gives 6.911 eV.

XYZ file:
```
49
C9H26IrN10O2P (ωB97M-V/def2-TZVPD)
Ir -0.035 0.107 0.165
N 0.163 -1.595 1.461
N 0.008 -1.213 2.810
C -0.380 0.050 3.098
N -0.688 0.330 4.332
N -0.387 0.901 2.011
N -0.714 2.315 2.252
O -0.543 3.009 1.287
O -1.117 2.639 3.324
H -0.552 -2.299 1.253
H 1.057 -2.082 1.376
H 0.053 -1.944 3.510
H -0.684 -0.380 5.056
H -0.979 1.268 4.587
N -0.558 1.685 -1.063
C -0.900 1.188 -2.451
C -1.555 -0.164 -2.334
N -0.642 -1.052 -1.501
H -1.356 2.157 -0.626
H 0.108 2.447 -1.160
H 0.035 1.107 -3.009
H -1.536 1.915 -2.954
H -1.735 -0.632 -3.301
H -2.508 -0.097 -1.806
H 0.064 -1.483 -2.095
H -1.221 -1.834 -1.190
C 4.861 1.809 0.170
N 4.129 2.062 -1.180
C 4.614 0.996 -2.208
N 4.399 -0.305 -1.680
C 5.115 -0.495 -0.413
N 4.639 0.468 0.588
C 3.288 0.186 1.059
P 2.159 0.313 -0.393
C 2.635 1.997 -1.009
C 3.007 -0.745 -1.643
H 4.486 2.543 0.881
H 5.917 1.988 -0.027
H 4.383 2.996 -1.522
H 5.675 1.190 -2.357
H 4.071 1.175 -3.135
H 6.180 -0.336 -0.580
H 4.976 -1.512 -0.052
H 2.987 0.891 1.837
H 3.269 -0.821 1.483
H 2.329 2.765 -0.295
H 2.187 2.208 -1.982
H 2.549 -0.650 -2.630
H 2.966 -1.797 -1.352
```

Atomic partial charges in e from the Mulliken method, atoms 1 to 4: number 1, Ir, carries 0.710; number 2, N, carries -0.596; number 3, N, carries -0.289; number 4, C, carries 0.845